Record 1
Below is an isolated molecule of C5H10O in a non-equilibrium geometry, with properties calculated with the ωB97M-V functional and the def2-TZVPD basis.

charge	0
max |F|	2.38	eV/A
frontier orbital gap	9.118	eV
relative energy (zero: lowest compared OMol25 entry of this formula, charge and spin)	3.4004	eV
SMILES	COC1(C)CC1
LUMO energy	0.0397	Eh

```
16
Properties=species:S:1:pos:R:3:forces:R:3
C 2.1825 0.1340 0.1639 0.087 0.240 0.045
O 1.0495 -0.6988 0.1602 -0.313 0.115 0.340
C -0.1854 -0.1854 -0.3262 -1.384 0.629 1.830
C -0.5298 1.3114 -0.0818 0.689 0.473 -0.621
C -1.0331 -1.3653 -0.7325 -0.210 -0.209 -0.364
C -1.4430 -0.6661 0.4841 -0.171 -0.917 0.440
H 3.0540 -0.5062 0.3494 -0.299 0.095 -0.049
H 2.3339 0.6520 -0.7939 -0.083 -0.089 0.113
H 2.1281 0.8772 0.9702 0.086 0.018 -0.118
H -1.2420 1.6922 -0.8142 0.241 0.047 -0.172
H -0.9929 1.5171 0.9123 0.532 -0.328 -0.600
H 0.3803 1.8923 -0.0823 0.236 0.528 -0.507
H -1.6750 -1.3728 -1.6009 -0.075 0.045 -0.059
H -0.5430 -2.3068 -0.5030 0.295 0.202 -0.568
H -1.1347 -0.9198 1.4829 -0.252 -0.801 0.170
H -2.3494 -0.0550 0.4118 0.622 -0.050 0.120
```
Forces are in eV/Å.

Löwdin population analysis, charges in e, atoms 1 to 8: -0.1155, -0.1449, -0.4045, -0.0496, -0.0779, -0.1338, 0.0903, 0.0937

=====

Record 2
Below is an isolated molecule of C5H10O, with properties calculated with the ωB97M-V functional and the def2-TZVPD basis.

charge	0
max |F|	0.79	eV/A
frontier orbital gap (alpha / beta)	8.166 / 6.723	eV
relative energy (zero: lowest compared OMol25 entry of this formula, charge and spin)	4.8616	eV
LUMO energy (alpha / beta)	0.0270 / 0.0061	Eh

```
16
Properties=species:S:1:pos:R:3:forces:R:3
O 0.9220 1.2933 -0.1411 0.400 -0.391 -0.504
C 0.9624 -0.1498 -0.5980 0.126 0.343 0.434
C -0.1017 -0.3193 -1.5822 0.136 -0.197 -0.289
C -0.9621 1.0067 0.5291 -0.679 -0.016 0.407
C -0.7493 -0.3582 1.1085 -0.019 0.009 -0.044
C 0.6702 -0.8535 0.7157 0.018 -0.073 0.045
H 0.5870 1.7542 -0.9246 0.088 0.071 0.021
H 2.0028 -0.2662 -0.9372 -0.220 -0.118 -0.002
H 0.1282 -0.0193 -2.6047 -0.066 0.108 0.111
H -0.6929 -1.2362 -1.5456 0.094 0.224 0.124
H -1.7568 1.1589 -0.1897 0.101 -0.084 0.159
H -0.7705 1.8545 1.1846 0.020 -0.106 -0.210
H -0.8542 -0.3443 2.2015 0.002 0.009 -0.191
H -1.5035 -1.0285 0.6877 0.118 0.019 0.083
H 1.4042 -0.5473 1.4673 -0.125 0.003 -0.087
H 0.7144 -1.9450 0.6288 0.005 0.199 -0.059
```
Forces are in eV/Å.

Löwdin population analysis, charges in e, atoms 1 to 8: -0.0863, -0.4421, -0.0280, 0.0336, -0.2268, -0.1540, 0.0940, 0.1375

=====

Record 3
Below is an isolated molecule of C5H10O, with properties calculated with the ωB97M-V functional and the def2-TZVPD basis.

charge	0
max |F|	0.42	eV/A
frontier orbital gap	10.940	eV
relative energy (zero: lowest compared OMol25 entry of this formula, charge and spin)	0.9480	eV
SMILES	C=CCCCO
LUMO energy	0.0415	Eh

```
16
Properties=species:S:1:pos:R:3:forces:R:3
C 2.0302 -0.5572 0.3765 -0.127 -0.089 -0.032
C 0.8960 -1.1158 -0.0474 0.165 0.078 0.048
C -0.4414 -0.9332 0.6213 0.038 0.000 0.080
C -1.3902 0.0304 -0.1143 -0.025 -0.012 -0.061
C -0.8195 1.4341 -0.3241 -0.332 0.040 0.250
O 0.1520 1.4974 -1.3469 0.214 -0.074 0.007
H 2.0496 0.0713 1.2662 -0.012 -0.129 -0.103
H 2.9731 -0.6958 -0.1463 -0.158 -0.023 0.063
H 0.9108 -1.7300 -0.9495 0.006 0.112 0.114
H -0.9329 -1.9112 0.7100 0.080 0.153 0.002
H -0.2780 -0.5643 1.6427 -0.022 -0.019 -0.150
H -1.6630 -0.3745 -1.0968 0.044 0.029 0.117
H -2.3164 0.1079 0.4708 0.127 -0.001 -0.098
H -0.4248 1.8218 0.6320 -0.012 -0.072 -0.173
H -1.6199 2.1126 -0.6358 0.071 -0.097 0.065
H 0.8932 0.9448 -1.0640 -0.056 0.105 -0.130
```
Forces are in eV/Å.

Löwdin population analysis, charges in e, atoms 1 to 8: -0.0087, -0.1973, -0.2123, -0.1906, -0.2803, -0.0759, 0.0688, 0.0605

=====

Record 4
Below is an isolated molecule of C5H10O in a non-equilibrium geometry, with properties calculated with the ωB97M-V functional and the def2-TZVPD basis.

charge	0
max |F|	3.53	eV/A
frontier orbital gap	10.494	eV
relative energy (zero: lowest compared OMol25 entry of this formula, charge and spin)	1.7084	eV
SMILES	CC(=O)C(C)C
LUMO energy	0.0349	Eh

```
16
Properties=species:S:1:pos:R:3:forces:R:3
C 2.1655 -0.1741 -0.2358 0.075 0.133 0.033
C 0.8113 0.4757 -0.4034 0.309 0.694 -0.035
O 0.7010 1.6391 -0.7427 0.805 -0.383 0.196
C -0.4352 -0.3045 -0.1673 -0.393 0.915 -0.378
C -1.6840 0.6778 -0.8975 2.345 -0.427 0.755
C -0.6919 -0.5573 1.3591 -0.019 0.347 -0.131
H 2.2434 -0.7336 0.7057 -0.062 0.131 -0.216
H 2.3468 -0.8810 -1.0577 -0.067 0.172 0.165
H 2.9047 0.6277 -0.2658 0.088 -0.250 0.006
H -0.3130 -1.3575 -0.5694 -0.487 1.311 -0.346
H -1.6298 1.0383 -1.9608 0.595 -1.199 0.957
H -1.9637 1.6079 -0.3506 0.337 -1.294 0.318
H -2.1886 -0.2070 -0.7173 -3.429 -0.728 -0.440
H -0.8677 0.3990 1.8503 -0.067 0.016 0.107
H 0.1546 -1.0382 1.8878 -0.179 0.244 -0.582
H -1.5534 -1.2124 1.5655 0.149 0.319 -0.407
```
Forces are in eV/Å.

Löwdin population analysis, charges in e, atoms 1 to 8: -0.0126, -0.4745, 0.0614, -0.2760, -0.0168, -0.0723, 0.0776, 0.0905

=====

Record 5
Below is a cluster of 2 separate species, C5H10O in total in a non-equilibrium geometry, with properties calculated with the ωB97M-V functional and the def2-TZVPD basis.

charge	0
max |F|	3.36	eV/A
frontier orbital gap	9.741	eV
relative energy (zero: lowest compared OMol25 entry of this formula, charge and spin)	3.7762	eV
LUMO energy	0.0008	Eh

```
16
Properties=species:S:1:pos:R:3:forces:R:3
O -0.7244 -0.7019 1.7777 3.100 -0.669 -1.112
C -1.1589 0.1675 -0.5552 -0.410 0.202 -0.241
C -0.2242 -1.0159 -0.7914 -0.259 0.091 0.023
C 0.7106 -0.7702 0.3441 -0.246 0.535 -0.505
C 1.0883 0.6754 0.3288 -0.264 0.073 0.069
C -0.2034 1.3371 -0.2105 -0.158 0.217 -0.125
H -1.6826 -0.1093 0.3589 -0.292 0.340 -0.693
H -1.8822 0.3653 -1.3382 0.165 0.156 -0.382
H -0.6987 -2.0007 -0.7626 0.020 0.186 0.042
H 0.3341 -0.9281 -1.7379 0.013 -0.017 0.187
H 1.5364 -1.4992 0.5070 -0.858 0.193 0.646
H 0.1040 -1.2326 1.6414 -0.495 -1.106 2.176
H 1.4067 1.0260 1.3143 -0.140 -0.041 -0.131
H 1.9455 0.8197 -0.3505 -0.187 -0.158 0.115
H -0.6429 1.9858 0.5488 0.016 -0.022 -0.143
H 0.0158 1.9409 -1.0943 -0.007 0.022 0.075
```
Forces are in eV/Å.

Löwdin population analysis, charges in e, atoms 1 to 8: -0.1785, -0.2087, -0.1728, -0.1176, -0.1725, -0.1654, 0.0781, 0.1054

=====

Record 6
Below is an isolated molecule of C5H10O in a non-equilibrium geometry, with properties calculated with the ωB97M-V functional and the def2-TZVPD basis.

charge	0
max |F|	4.11	eV/A
frontier orbital gap	10.955	eV
relative energy (zero: lowest compared OMol25 entry of this formula, charge and spin)	3.2746	eV
SMILES	OCCC1CC1
LUMO energy	0.0380	Eh

```
16
Properties=species:S:1:pos:R:3:forces:R:3
O 0.3938 0.6027 2.3489 1.061 -1.936 -1.603
C -0.4828 1.3833 1.6257 -0.825 -0.821 -3.000
C -0.8768 0.7348 -0.0493 0.549 0.847 2.363
C 0.1024 -0.3338 -0.3742 1.663 -0.581 2.248
C 0.9996 -0.5917 -1.5454 0.159 -0.018 -0.032
C 0.0252 -1.6546 -1.0762 -0.036 -0.147 -0.046
H 0.8419 -0.1358 1.6723 -1.525 2.755 2.637
H -0.0852 2.3865 1.3971 -0.127 -0.346 0.336
H -1.4992 1.4164 2.0440 0.554 0.088 0.285
H -0.7920 1.6502 -0.6450 -0.116 -0.461 -0.112
H -1.9149 0.3840 0.0280 0.398 0.120 -0.168
H 0.7923 -0.5889 0.6135 -1.418 0.259 -2.792
H 0.8286 -0.1248 -2.5141 -0.170 0.000 0.318
H 2.0478 -0.7231 -1.2946 -0.111 -0.040 -0.263
H -0.8118 -1.9150 -1.7190 0.080 0.253 0.106
H 0.4311 -2.4903 -0.5117 -0.138 0.028 -0.279
```
Forces are in eV/Å.

Löwdin population analysis, charges in e, atoms 1 to 8: -0.1454, -0.2154, -0.0674, -0.3393, -0.1178, -0.1198, 0.1103, 0.0928

=====

Record 7
Below is an isolated molecule of C5H10O, with properties calculated with the ωB97M-V functional and the def2-TZVPD basis.

charge	0
max |F|	0.33	eV/A
frontier orbital gap	8.845	eV
relative energy (zero: lowest compared OMol25 entry of this formula, charge and spin)	4.3620	eV
LUMO energy	0.0336	Eh

```
16
Properties=species:S:1:pos:R:3:forces:R:3
C -1.8889 0.7127 -0.3198 -0.152 0.152 0.052
C -0.6058 -1.4581 0.2213 0.262 -0.049 -0.201
O -0.8164 -0.1187 -0.7688 -0.068 -0.040 -0.041
C 0.3888 -0.3631 0.0743 0.137 0.018 0.137
C 1.5812 -0.4739 -0.8536 0.010 -0.066 -0.012
C 0.6227 0.5803 1.2336 -0.060 0.013 0.000
H -2.7943 0.2967 -0.7658 0.122 0.097 0.066
H -1.7154 1.7285 -0.6868 -0.013 -0.105 0.075
H -1.9858 0.6899 0.7653 0.022 -0.023 -0.163
H -0.3627 -2.1963 -0.5656 -0.066 0.094 0.144
H 1.2846 -0.9607 -1.7867 0.039 0.050 0.146
H 2.0280 0.5008 -1.0843 -0.095 -0.119 0.059
H 2.3465 -1.0930 -0.3718 -0.098 0.088 -0.058
H 1.4498 0.1640 1.8203 -0.107 0.046 -0.100
H -0.2392 0.6416 1.9002 0.129 -0.026 -0.118
H 0.9234 1.5821 0.9045 -0.063 -0.130 0.015
```
Forces are in eV/Å.

Löwdin population analysis, charges in e, atoms 1 to 8: -0.0552, 0.0765, -0.2037, -0.5868, -0.0277, -0.0394, 0.1017, 0.0989

=====

Record 8
Below is an isolated molecule of C5H10O in a non-equilibrium geometry, with properties calculated with the ωB97M-V functional and the def2-TZVPD basis.

charge	0
max |F|	1.91	eV/A
frontier orbital gap	11.073	eV
relative energy (zero: lowest compared OMol25 entry of this formula, charge and spin)	2.0568	eV
SMILES	OCC1CCC1
LUMO energy	0.0380	Eh

```
16
Properties=species:S:1:pos:R:3:forces:R:3
O 1.8177 0.1713 1.5278 0.216 0.126 0.106
C 1.7084 -0.3801 0.2349 -0.233 -0.091 -0.377
C 0.2777 -0.5124 -0.2481 0.305 0.029 -0.175
C -1.1081 -0.7766 0.3912 0.103 -0.105 0.071
C -1.6612 0.3570 -0.5348 0.045 0.057 -0.037
C -0.1693 0.8857 -0.5927 -0.109 0.161 0.023
H 1.1370 0.8460 1.6496 0.164 -0.125 -0.129
H 2.0708 0.3186 -0.6003 0.509 -0.885 1.268
H 2.2800 -1.3125 0.2315 -0.007 0.207 0.045
H 0.3214 -1.0912 -1.1797 -0.075 0.091 0.001
H -1.1605 -0.5008 1.4510 0.055 0.012 -0.190
H -1.5193 -1.7814 0.2612 0.021 0.171 0.059
H -2.0724 -0.0463 -1.4653 0.293 0.082 0.042
H -2.4244 1.0034 -0.0792 0.377 -0.005 -0.223
H -0.0874 1.5564 0.2753 0.129 -0.158 -0.007
H 0.5896 1.2632 -1.3224 -1.794 0.432 -0.476
```
Forces are in eV/Å.

Löwdin population analysis, charges in e, atoms 1 to 8: -0.0571, -0.2461, -0.3472, -0.1276, -0.1362, -0.1684, 0.0718, 0.1239

=====

Record 9
Below is a cluster of 2 separate species, C5H10O in total, with properties calculated with the ωB97M-V functional and the def2-TZVPD basis.

charge	0
max |F|	0.26	eV/A
frontier orbital gap	8.650	eV
relative energy (zero: lowest compared OMol25 entry of this formula, charge and spin)	3.7217	eV
LUMO energy	-0.0041	Eh

```
16
Properties=species:S:1:pos:R:3:forces:R:3
C 0.2601 -1.7259 -1.1196 -0.031 0.048 -0.083
C 0.2588 -0.2586 -1.2569 -0.165 -0.199 -0.026
C 1.3472 0.1766 1.9022 -0.003 -0.006 0.001
C -0.9463 0.4696 -1.1508 0.050 0.014 -0.081
O -1.5153 0.3218 -2.2416 0.087 0.030 0.198
C -1.3869 1.4104 -0.0720 -0.047 -0.020 0.021
H 0.9245 -2.2049 -1.8460 -0.062 0.091 0.144
H -0.7270 -2.2078 -1.1228 0.129 0.111 0.014
H 0.7327 -1.8935 -0.1359 -0.054 0.043 -0.092
H 1.5140 0.4501 0.8547 -0.024 -0.039 0.187
H 0.4534 -0.4486 1.9909 0.142 0.098 -0.015
H 1.2127 1.0821 2.4984 0.024 -0.127 -0.083
H 2.2118 -0.3793 2.2725 -0.115 0.085 -0.053
H -1.3730 0.9226 0.9077 -0.002 0.054 -0.134
H -0.7005 2.2622 -0.0288 -0.069 -0.128 -0.024
H -2.3936 1.7667 -0.3029 0.143 -0.056 0.024
```
Forces are in eV/Å.

Löwdin population analysis, charges in e, atoms 1 to 8: -0.1148, 0.0822, -0.0541, -0.5511, 0.0616, -0.0055, 0.0773, 0.0871

=====

Record 10
Below is an isolated molecule of C5H10O in a non-equilibrium geometry, with properties calculated with the ωB97M-V functional and the def2-TZVPD basis.

charge	0
max |F|	2.41	eV/A
frontier orbital gap	9.582	eV
relative energy (zero: lowest compared OMol25 entry of this formula, charge and spin)	2.1313	eV
SMILES	CC[C@H]1C[C@H]1O
LUMO energy	0.0320	Eh

```
16
Properties=species:S:1:pos:R:3:forces:R:3
C -2.1098 0.3805 0.1459 -0.014 0.109 0.022
C -0.9435 -0.4598 -0.3641 0.100 0.159 -0.117
C 0.3077 -0.3367 0.4872 0.391 1.182 -0.769
C 1.5357 -1.0434 -0.0098 0.371 -0.173 -0.094
C 1.5843 0.4196 -0.0129 0.117 -0.131 -0.114
O 1.5762 1.1550 -1.1840 0.284 0.299 -0.436
H -1.8042 1.4244 0.2733 -0.080 -0.062 -0.010
H -2.4667 0.0167 1.1169 0.092 0.064 -0.148
H -2.9545 0.3611 -0.5514 0.138 -0.008 0.108
H -1.2754 -1.5087 -0.4489 0.303 0.266 0.184
H -0.6650 -0.1525 -1.3799 -0.200 0.007 -0.016
H 0.3029 0.3219 1.3295 -0.891 -1.356 1.776
H 2.2001 -1.6445 0.5987 0.000 0.039 0.018
H 1.3839 -1.4099 -1.0236 -0.123 -0.285 0.241
H 2.2021 0.8393 0.7979 -0.529 0.096 -0.329
H 1.2863 2.0419 -0.9280 0.040 -0.207 -0.316
```
Forces are in eV/Å.

Löwdin population analysis, charges in e, atoms 1 to 8: -0.1146, -0.2417, -0.2218, -0.0763, -0.3669, -0.0061, 0.0706, 0.0737

=====

Record 11
Below is a cluster of 2 separate species, C5H10O in total in a non-equilibrium geometry, with properties calculated with the ωB97M-V functional and the def2-TZVPD basis.

charge	+1
2S+1	2
max |F|	4.96	eV/A
frontier orbital gap (alpha / beta)	7.452 / 6.623	eV
relative energy (zero: lowest compared OMol25 entry of this formula, charge and spin)	2.5591	eV
LUMO energy (alpha / beta)	-0.2383 / -0.2688	Eh

```
16
Properties=species:S:1:pos:R:3:forces:R:3
C -0.1261 -2.1439 1.2335 -2.185 -3.140 -1.420
C 0.3816 -0.9237 1.5062 1.270 3.274 0.607
C -0.0842 0.4344 1.0700 -1.490 -4.732 0.053
C 0.7882 1.3226 0.5753 -1.553 1.714 2.119
C 2.2425 1.4743 0.7553 -0.658 -0.015 -2.073
H 0.3502 -2.8561 0.4875 0.457 0.755 1.528
H -1.1276 -2.6048 1.4742 0.606 1.302 -0.336
H 1.3016 -0.9495 2.1441 0.064 0.109 -1.256
H -1.1591 0.3870 0.7556 1.022 0.660 0.374
H 0.1731 2.2337 0.3412 1.261 -0.593 -0.805
H 2.8129 0.6310 1.1053 -0.220 -0.527 0.310
H 2.2531 2.2829 1.5376 0.971 0.038 -1.515
H 2.5181 1.5464 -0.3939 0.473 1.147 2.435
H -2.0991 -0.5225 -3.1661 -0.801 0.120 -1.845
H -3.0836 0.5558 -3.4729 0.413 -1.186 -1.415
O -2.6440 -0.2108 -3.9568 0.370 1.074 3.241
```
Forces are in eV/Å.

Löwdin population analysis, charges in e, atoms 1 to 8: 0.1557, -0.0175, -0.0539, -0.1170, -0.0532, 0.1465, 0.1345, 0.1584

=====

Record 12
Below is an isolated molecule of C5H10O2 in a non-equilibrium geometry, with properties calculated with the ωB97M-V functional and the def2-TZVPD basis.

charge	0
max |F|	2.39	eV/A
frontier orbital gap	9.634	eV
relative energy (zero: lowest compared OMol25 entry of this formula, charge and spin)	4.5132	eV
SMILES	COC[C@H]1C[C@H]1O
LUMO energy	0.0365	Eh

```
17
Properties=species:S:1:pos:R:3:forces:R:3
C -1.0769 -0.6025 1.6262 -0.634 1.468 -0.116
O -0.5540 0.8825 1.1592 -0.962 -1.485 0.401
C -0.7931 1.1649 -0.2480 -0.260 -0.364 0.058
C -0.0364 0.2130 -1.1587 -0.172 0.007 0.007
C 1.4691 0.2779 -1.3206 0.133 0.166 -0.266
C 0.8720 -0.8125 -0.5028 0.304 -0.037 -0.219
O 1.0706 -0.7117 0.8599 1.217 0.669 -0.201
H -2.0451 -0.2462 1.8934 -0.934 -0.303 0.424
H -0.5131 -0.9960 2.4934 -0.180 0.970 -0.600
H -1.1252 -1.4338 0.8920 0.170 1.230 -0.013
H -1.8710 1.0617 -0.3876 -0.022 -0.047 -0.240
H -0.5418 2.2184 -0.4811 0.052 -0.443 0.664
H -0.5914 -0.0848 -2.0461 0.069 -0.045 0.210
H 1.9008 0.0450 -2.2863 -0.117 0.122 -0.029
H 2.0026 1.0320 -0.7437 -0.074 -0.137 -0.116
H 0.8533 -1.8284 -0.9054 0.106 0.223 0.246
H 0.6420 0.2525 1.0945 1.302 -1.993 -0.210
```
Forces are in eV/Å.

Löwdin population analysis, charges in e, atoms 1 to 8: 0.0457, -0.1990, -0.1584, -0.2061, -0.0613, -0.3642, -0.1346, 0.0681